1.
{"formula": "C58H64HgN2P2Sb2Si2", "method": "ωB97M-V/def2-TZVPD", "charge": -1, "s_squared": 0.761, "mol_weight_g_mol": 1351.4, "homo_energy_ev": [-3.674, -4.316], "relative_energy_ev": 0.0000, "fmax_ev_per_a": 1.2, "spin_multiplicity": 2, "symbols": ["Hg", "C", "Si", "C", "C", "N", "P", "C", "P", "N", "Si", "C", "C", "C", "C", "C", "C", "C", "C", "C", "C", "C", "C", "C", "C", "C", "C", "C", "C", "C", "C", "C", "C", "C", "C", "C", "C", "C", "H", "H", "H", "H", "H", "H", "H", "H", "H", "H", "H", "H", "H", "H", "H", "H", "H", "H", "H", "H", "H", "H", "H", "H", "H", "H", "H", "H", "H", "H", "H", "H", "H", "H", "H", "H", "H", "H", "C", "C", "C", "Sb", "C", "C", "C", "C", "C", "C", "C", "C", "C", "C", "C", "C", "Sb", "C", "C", "C", "C", "C", "C", "C", "C", "C", "C", "C", "C", "H", "H", "H", "H", "H", "H", "H", "H", "H", "H", "H", "H", "H", "H", "H", "H", "H", "H", "H", "H", "H", "H", "H", "H", "H", "H"], "coordinates": [[1.49161, -0.06574, 0.19419], [-0.58462, -2.93576, 3.74920], [-0.17733, -3.40834, 1.97339], [-1.30036, -4.88006, 1.59238], [1.61877, -4.01498, 2.02828], [-0.27284, -2.09626, 0.90376], [-0.89254, -1.80322, -0.52041], [0.11937, -0.83485, -1.50519], [0.09948, 0.62570, -2.40703], [0.52580, 1.94295, -1.64672], [1.47339, 3.32637, -1.90695], [2.40420, 3.40472, -3.54628], [2.74720, 3.46399, -0.52335], [0.47203, 4.92530, -1.83634], [-1.48331, 0.87627, -3.29364], [-2.36503, -0.16620, -3.54575], [-3.54666, 0.05696, -4.23544], [-3.84946, 1.33026, -4.69578], [-2.96840, 2.37746, -4.46181], [-1.79491, 2.15051, -3.75893], [1.24618, 0.30907, -3.81234], [2.53777, -0.11031, -3.48830], [3.48786, -0.31034, -4.47170], [3.16311, -0.10061, -5.80773], [1.88168, 0.29912, -6.14307], [0.92923, 0.50244, -5.15023], [-2.62304, -1.24158, -0.31644], [-2.86751, 0.12460, -0.26543], [-4.13993, 0.61846, -0.02797], [-5.19141, -0.26518, 0.16175], [-4.95796, -1.63354, 0.13600], [-3.68016, -2.12146, -0.09458], [-1.02431, -3.34401, -1.53145], [-2.05967, -3.67259, -2.39825], [-1.96311, -4.77589, -3.24034], [-0.82952, -5.56792, -3.22268], [0.21328, -5.25090, -2.35829], [0.11759, -4.14839, -1.53297], [-0.36267, -3.77460, 4.41030], [-1.62956, -2.67558, 3.88458], [0.01627, -2.08526, 4.07283], [-1.02977, -5.73526, 2.21449], [-1.23856, -5.18899, 0.55114], [-2.34082, -4.62755, 1.80778], [1.90476, -4.34390, 3.02824], [2.26987, -3.18324, 1.74759], [1.81387, -4.83801, 1.33966], [3.06134, 2.54911, -3.68155], [3.01169, 4.31092, -3.58195], [1.72090, 3.42526, -4.39613], [3.50099, 2.67696, -0.59064], [2.25503, 3.36034, 0.44737], [3.25963, 4.42731, -0.54077], [-0.33580, 4.94120, -2.56915], [1.12081, 5.78047, -2.03487], [0.02072, 5.06611, -0.85629], [-2.11381, -1.16340, -3.20551], [-4.23469, -0.76049, -4.40750], [-4.76826, 1.50674, -5.24082], [-3.19840, 3.37172, -4.82471], [-1.11424, 2.96564, -3.54760], [2.78735, -0.28561, -2.44681], [4.48585, -0.63269, -4.20084], [3.90592, -0.25402, -6.58099], [1.61699, 0.45556, -7.18169], [-0.06865, 0.81333, -5.43004], [-2.03579, 0.80263, -0.41943], [-4.30490, 1.68709, 0.01347], [-6.19020, 0.11065, 0.34585], [-5.77606, -2.32446, 0.29657], [-3.49975, -3.18797, -0.08635], [-2.96096, -3.07371, -2.42205], [-2.77984, -5.01178, -3.91076], [-0.75158, -6.42335, -3.88087], [1.10332, -5.86608, -2.33520], [0.93747, -3.88368, -0.87537], [1.94800, 2.03719, 4.54914], [0.52082, 2.50794, 4.86702], [-0.11617, 3.36833, 3.77150], [-0.74149, 2.18819, 2.06572], [-2.45927, 1.38577, 3.09178], [-3.31956, 2.18186, 3.84406], [-4.45070, 1.64292, 4.43428], [-4.73900, 0.29412, 4.27583], [-3.88859, -0.50680, 3.53435], [-2.74957, 0.03557, 2.94952], [-1.92392, 3.71865, 1.10364], [-2.33585, 3.49431, -0.20737], [-3.22664, 4.35430, -0.83265], [-3.69389, 5.47512, -0.16581], [-3.25309, 5.73853, 1.12257], [-2.37895, 4.86346, 1.75190], [2.15833, 0.05059, 3.66861], [4.13129, 0.41991, 2.87148], [4.60548, -0.30948, 1.78671], [5.86422, -0.06268, 1.25491], [6.66600, 0.92620, 1.80152], [6.21634, 1.64282, 2.90074], [4.96342, 1.38232, 3.43577], [3.02869, -0.77088, 5.48099], [2.42950, -0.54084, 6.71591], [2.95673, -1.08190, 7.87951], [4.09066, -1.87695, 7.82096], [4.68572, -2.13200, 6.59485], [4.15555, -1.58589, 5.43557], [2.54498, 2.00214, 5.46089], [2.43216, 2.73266, 3.86094], [0.54715, 3.09240, 5.79449], [-0.13392, 1.65480, 5.08055], [0.58969, 4.12604, 3.42378], [-0.98849, 3.88407, 4.16744], [-3.12580, 3.24048, 3.95986], [-5.11284, 2.27554, 5.01173], [-5.62707, -0.12737, 4.72824], [-4.11272, -1.55691, 3.39901], [-2.08862, -0.60082, 2.37298], [-1.91424, 2.67113, -0.77164], [-3.53708, 4.15058, -1.84969], [-4.38575, 6.15040, -0.65193], [-3.59264, 6.62645, 1.64040], [-2.04840, 5.09200, 2.75609], [3.98686, -1.08163, 1.34078], [6.21077, -0.63819, 0.40626], [7.63658, 1.13960, 1.37266], [6.84099, 2.40905, 3.34181], [4.64507, 1.93085, 4.31372], [1.53706, 0.07255, 6.77849], [2.48195, -0.88615, 8.83172], [4.50480, -2.29918, 8.72607], [5.56859, -2.75532, 6.54170], [4.63538, -1.78778, 4.48558]], "atomic_forces_ev_per_a": [[0.054, -0.117, -0.015], [0.118, 0.042, -0.116], [0.205, 0.106, -0.018], [0.030, 0.125, -0.009], [-0.096, 0.053, 0.000], [-0.426, -0.302, 0.072], [0.381, -0.298, -0.503], [-0.213, 0.850, 0.758], [0.077, -0.465, -0.046], [-0.091, 0.167, -0.376], [-0.010, -0.112, 0.148], [-0.086, -0.029, 0.094], [-0.067, -0.002, -0.073], [0.016, -0.139, -0.008], [0.059, 0.056, 0.059], [0.082, -0.130, -0.034], [-0.029, 0.014, 0.006], [-0.008, 0.015, -0.030], [-0.054, 0.022, -0.025], [-0.063, 0.004, 0.132], [0.032, 0.049, 0.097], [-0.022, -0.026, 0.049], [0.047, -0.017, -0.023], [0.031, -0.010, -0.024], [-0.005, 0.005, -0.026], [-0.032, 0.016, 0.012], [0.097, 0.058, -0.103], [0.008, 0.001, -0.151], [-0.066, -0.039, -0.017], [-0.023, 0.047, 0.004], [-0.028, -0.033, 0.007], [0.064, 0.078, 0.097], [-0.030, 0.079, 0.041], [-0.049, -0.029, 0.069], [-0.026, 0.000, 0.013], [0.016, -0.023, -0.006], [-0.002, -0.050, -0.033], [-0.029, 0.054, 0.060], [0.029, -0.090, 0.068], [-0.253, 0.094, -0.005], [0.003, 0.030, 0.034], [0.017, -0.046, 0.078], [0.007, -0.059, -0.092], [-0.070, 0.016, 0.011], [0.022, -0.056, 0.078], [0.042, 0.023, 0.005], [-0.002, -0.042, -0.092], [0.102, -0.091, -0.027], [0.035, 0.086, 0.014], [-0.071, 0.005, -0.071], [0.014, -0.065, 0.003], [-0.026, -0.018, 0.049], [0.055, 0.085, -0.003], [-0.063, 0.008, -0.068], [0.059, 0.060, -0.022], [-0.085, 0.019, 0.148], [0.001, 0.027, -0.003], [-0.012, -0.039, -0.021], [-0.027, 0.004, 0.009], [-0.007, 0.023, 0.000], [0.028, 0.034, -0.003], [0.016, 0.000, -0.045], [0.012, -0.001, 0.007], [0.006, -0.007, 0.001], [-0.009, 0.005, -0.011], [-0.032, 0.025, -0.015], [0.005, -0.080, -0.026], [-0.016, 0.022, 0.013], [-0.008, 0.005, 0.004], [-0.024, -0.024, 0.021], [0.000, -0.088, -0.021], [-0.021, 0.039, -0.016], [-0.027, -0.005, -0.019], [-0.002, -0.037, -0.009], [0.046, -0.011, -0.012], [0.035, -0.007, -0.003], [-0.085, -0.044, -0.102], [-0.001, 0.003, 0.037], [0.122, -0.127, -0.034], [-0.127, 0.077, -0.048], [0.129, 0.084, 0.018], [0.015, 0.003, -0.054], [-0.047, 0.014, 0.033], [-0.032, 0.010, 0.006], [0.067, -0.083, -0.013], [0.014, -0.136, 0.095], [0.125, -0.053, 0.071], [0.150, 0.058, -0.083], [0.032, 0.006, -0.062], [-0.027, 0.035, 0.015], [-0.013, 0.035, 0.004], [0.003, -0.006, -0.015], [0.305, 0.087, 0.022], [-0.105, 0.032, 0.061], [-0.030, -0.109, -0.019], [0.002, -0.042, -0.010], [0.019, 0.021, -0.018], [0.033, 0.028, 0.009], [0.008, -0.012, 0.046], [-0.164, -0.012, -0.065], [-0.036, 0.032, -0.019], [0.000, -0.010, 0.033], [-0.007, -0.009, 0.014], [0.031, -0.026, 0.011], [-0.005, 0.018, -0.047], [0.047, 0.006, -0.025], [0.028, 0.044, 0.001], [0.012, -0.008, -0.041], [-0.025, 0.000, 0.041], [0.007, 0.034, 0.004], [-0.094, 0.033, 0.017], [0.016, 0.070, -0.003], [-0.022, 0.027, 0.022], [-0.038, -0.020, 0.018], [0.018, -0.051, -0.006], [0.043, -0.080, -0.023], [-0.030, 0.056, -0.012], [-0.011, -0.014, -0.045], [-0.022, 0.029, -0.020], [-0.013, 0.032, 0.026], [0.005, 0.010, 0.082], [-0.016, 0.052, -0.019], [0.006, -0.012, -0.027], [0.031, -0.009, 0.003], [0.024, 0.019, 0.017], [-0.029, 0.057, -0.012], [-0.035, 0.036, 0.021], [-0.036, 0.017, 0.045], [0.029, -0.027, 0.051], [0.039, -0.033, -0.010], [0.047, -0.004, -0.032]], "lowdin_charge": [0.7570, -0.1907, 0.2677, -0.1769, -0.1846, -0.3041, 0.5662, -0.5326, 0.5647, -0.2909, 0.2664, -0.1772, -0.1978, -0.1827, -0.2959, -0.0760, -0.0765, -0.0964, -0.0936, -0.0970, -0.2780, -0.1138, -0.0974, -0.1071, -0.0966, -0.0829, -0.2817, -0.1201, -0.0679, -0.0880, -0.0900, -0.0935, -0.2842, -0.1059, -0.0935, -0.1048, -0.0877, -0.1096, 0.0251, 0.0047, -0.0343, 0.0231, 0.0061, 0.0160, 0.0167, -0.0019, 0.0136, 0.0107, 0.0227, 0.0223, 0.0123, -0.0013, 0.0191, 0.0108, 0.0218, 0.0107, 0.0804, 0.0997, 0.0947, 0.0981, 0.0849, 0.0692, 0.0971, 0.0923, 0.0949, 0.0955, 0.0498, 0.0979, 0.0990, 0.0974, 0.0975, 0.0874, 0.0954, 0.0925, 0.0981, 0.0953, -0.4014, -0.3934, -0.4045, 1.4313, -0.3667, -0.1271, -0.0978, -0.0994, -0.0905, -0.1435, -0.3641, -0.1713, -0.0868, -0.0960, -0.0969, -0.1367, 1.3805, -0.4149, -0.1897, -0.0950, -0.1025, -0.0958, -0.1315, -0.3836, -0.1432, -0.1028, -0.1092, -0.0980, -0.1295, 0.0413, 0.0463, 0.0988, 0.0794, 0.0553, 0.0279, 0.0793, 0.0948, 0.0948, 0.1012, 0.0674, 0.0544, 0.0974, 0.0955, 0.0952, 0.0777, 0.0426, 0.0992, 0.0953, 0.0962, 0.0885, 0.0918, 0.0958, 0.0933, 0.0970, 0.0921]}

---

2.
{"formula": "C22H44N3OP3SeTl", "method": "ωB97M-V/def2-TZVPD", "charge": 3, "mol_weight_g_mol": 742.9, "homo_energy_ev": -14.117, "relative_energy_ev": 0.0000, "fmax_ev_per_a": 2.3, "symbols": ["Tl", "P", "P", "P", "H", "C", "C", "H", "C", "C", "C", "C", "C", "C", "C", "C", "C", "H", "H", "H", "H", "H", "H", "H", "H", "H", "H", "H", "H", "H", "H", "H", "H", "H", "H", "H", "H", "H", "H", "H", "H", "H", "H", "H", "H", "H", "C", "C", "C", "C", "C", "C", "Se", "H", "H", "H", "H", "H", "H", "C", "N", "C", "C", "C", "N", "C", "O", "N", "H", "H", "H", "H", "H", "H", "H"], "coordinates": [[-0.33936, -1.72212, -0.99804], [1.22361, 2.31209, 1.59666], [2.60922, 0.46730, -1.97750], [2.02781, 0.50561, 2.59459], [-4.00600, -1.22103, 2.70025], [-3.06537, -0.81421, 3.09718], [-2.98911, 0.42190, 3.61821], [-3.86788, 1.07405, 3.66310], [-0.00992, 1.88079, 0.34946], [2.54121, 3.28338, 0.84519], [0.41333, 3.32641, 2.85192], [2.86292, -0.91803, -3.16059], [1.85815, 1.66569, -3.15888], [4.32711, 1.12672, -1.96418], [0.75571, -0.14182, 3.69403], [3.42626, 1.06385, 3.59162], [2.63539, -0.78828, 1.50727], [-2.21555, -1.51003, 3.10711], [-2.07615, 0.80289, 4.08995], [-0.85269, 1.32259, 0.78432], [0.44336, 1.28782, -0.46063], [-0.41094, 2.80580, -0.09012], [2.73794, 2.96352, -0.18783], [3.47265, 3.21183, 1.42303], [2.21662, 4.33339, 0.83856], [-0.57866, 2.92255, 3.09797], [0.29720, 4.33720, 2.43425], [1.01617, 3.39260, 3.76844], [3.61690, -0.62492, -3.90597], [1.91479, -1.16180, -3.66040], [3.20531, -1.80337, -2.60641], [2.48607, 1.74101, -4.05831], [1.79427, 2.65231, -2.67984], [0.84575, 1.33524, -3.43614], [4.78675, 0.99175, -2.95190], [4.90912, 0.57247, -1.21584], [4.33060, 2.18977, -1.69219], [1.10321, -1.11076, 4.07889], [-0.20796, -0.28495, 3.18598], [0.60488, 0.53545, 4.54570], [3.93791, 0.16788, 3.96941], [3.08155, 1.66572, 4.44258], [4.13589, 1.65219, 2.99456], [3.44266, -1.31937, 2.03350], [3.04853, -0.38120, 0.57141], [1.85560, -1.52068, 1.25450], [0.18902, -4.97785, -0.16306], [-0.57212, -4.71393, 1.00191], [-1.59852, -5.57606, 1.38276], [-1.81337, -6.77511, 0.68584], [-0.99682, -7.09434, -0.41291], [-0.00798, -6.20979, -0.83749], [1.37437, -3.71952, -0.85973], [-1.93950, 0.01612, -1.11178], [-0.35477, -3.81248, 1.57794], [-2.22967, -5.32011, 2.23447], [-2.60238, -7.45923, 0.99964], [-1.13359, -8.04019, -0.93973], [0.61229, -6.43581, -1.70789], [-2.85177, 1.92651, -5.02894], [-3.06178, 1.74275, -3.59376], [-4.00297, 2.49140, -2.94210], [-4.19164, 2.38823, -1.58758], [-3.46179, 1.44413, -0.86843], [-2.59207, 0.66426, -1.57895], [-2.26572, 0.84542, -2.92961], [-1.32354, 0.22475, -3.43796], [-3.48938, 1.26519, 0.45794], [-1.99674, 1.33235, -5.34191], [-2.67346, 2.98516, -5.24155], [-3.74403, 1.61546, -5.58226], [-4.54371, 3.17874, -3.58927], [-4.89065, 3.03515, -1.06925], [-4.11346, 1.82313, 1.02617], [-3.06907, 0.46644, 0.93263]], "atomic_forces_ev_per_a": [[0.420, -0.844, 0.190], [-0.536, 0.528, -0.618], [0.051, 0.117, -1.025], [0.662, -0.744, 0.547], [0.418, 0.240, 0.186], [0.057, 0.360, 0.218], [-0.124, -0.573, -0.266], [0.326, -0.225, 0.025], [-0.186, -0.214, -0.180], [0.381, -0.051, -0.089], [0.009, -0.140, 0.350], [-0.088, -0.313, 0.366], [-0.132, 0.085, 0.181], [0.019, -0.105, 0.452], [-0.318, 0.197, 0.144], [-0.085, 0.401, 0.089], [0.088, -0.044, -0.455], [-0.346, 0.299, 0.020], [-0.341, -0.158, -0.153], [0.365, 0.190, 0.066], [0.074, 0.134, 0.306], [0.193, -0.031, 0.245], [-0.111, -0.065, 0.330], [-0.245, 0.094, -0.139], [0.040, -0.237, 0.022], [0.287, 0.056, -0.065], [0.027, -0.260, 0.084], [-0.135, 0.065, -0.232], [-0.312, -0.174, 0.166], [0.269, 0.005, 0.103], [-0.020, 0.125, -0.339], [-0.234, 0.046, 0.217], [-0.026, -0.070, -0.230], [0.329, 0.112, 0.026], [-0.071, 0.160, 0.290], [0.085, 0.173, -0.246], [0.111, -0.187, -0.101], [0.000, 0.178, -0.124], [0.304, -0.027, -0.013], [0.081, -0.138, -0.191], [-0.140, 0.177, -0.068], [0.120, -0.122, -0.171], [-0.124, -0.242, 0.135], [-0.241, 0.173, 0.072], [-0.222, -0.055, 0.277], [0.097, 0.183, -0.018], [-1.473, -1.439, 0.766], [0.092, -0.022, -0.832], [0.007, -0.443, -0.109], [0.322, 0.357, -0.168], [-0.071, 0.116, 0.410], [0.050, 0.755, 0.180], [0.909, 1.002, -0.403], [-0.295, -0.031, -0.020], [-0.112, -0.146, -0.069], [0.216, -0.157, -0.148], [0.238, 0.215, -0.096], [0.025, 0.301, 0.163], [-0.272, 0.019, 0.252], [-0.141, 0.307, -0.801], [-0.707, 0.509, 0.251], [0.821, -0.668, 0.144], [-0.681, 0.786, -0.213], [1.151, -1.057, -0.219], [-0.270, 0.863, -0.058], [1.504, -1.355, -0.298], [-1.731, 1.114, 1.008], [-0.219, 0.193, -0.099], [-0.123, 0.074, 0.059], [0.076, -0.211, 0.088], [0.186, -0.068, 0.170], [-0.026, -0.058, 0.311], [-0.010, -0.124, -0.203], [-0.042, -0.142, -0.177], [-0.198, 0.229, -0.273]], "lowdin_charge": [0.6067, 0.8225, 0.7496, 0.8170, 0.0783, -0.0641, -0.0722, 0.0680, -0.2287, -0.1598, -0.1732, -0.2810, -0.2841, -0.2846, -0.1778, -0.1756, -0.2000, 0.0508, 0.0344, 0.0270, -0.0234, 0.0907, 0.0405, 0.0699, 0.0886, 0.0650, 0.0874, 0.0775, 0.0599, 0.0488, 0.0246, 0.0659, 0.0316, 0.0169, 0.0583, 0.0413, 0.0325, 0.0971, 0.0339, 0.0788, 0.0913, 0.0782, 0.0695, 0.0942, 0.0090, 0.0045, -0.7196, -0.1782, -0.0864, -0.0565, -0.0552, -0.1134, 0.5432, -0.0803, 0.0652, 0.1061, 0.1155, 0.1202, 0.1077, 0.0343, -0.0210, 0.0542, 0.0331, -0.2898, 0.1767, -0.4247, 0.0175, 0.2093, 0.1022, 0.1152, 0.1212, 0.1655, 0.1371, 0.1364, 0.0792]}